Formula: C16H46NO9
Source: the Open Molecules 2025 dataset
Level of theory: ωB97M-V/def2-TZVPD

Summary:
- expectation value of S² = 0.76
- highest occupied orbital energy (spin up / spin down) (eV) = -9.117 / -9.311
- multiplicity = 2
- gap between HOMO and LUMO (spin up / spin down) (eV) = 9.27 / 8.73

```
72
Properties=species:S:1:pos:R:3:mulliken_spin:R:1
N -13.633 -14.985 5.247 -0.001
H -13.988 -15.882 5.546 0.008
H -14.240 -14.201 5.439 -0.002
H -13.482 -15.054 4.251 -0.001
H -12.720 -14.890 5.668 0.001
C -14.228 -18.367 6.598 -0.032
O -14.778 -17.307 6.235 0.101
O -14.878 -19.211 7.252 0.685
O -13.077 -18.683 6.375 0.251
O -15.595 -17.385 3.638 0.000
H -15.479 -17.195 4.569 -0.002
H -15.682 -16.526 3.226 0.000
C -17.279 -13.209 7.480 0.000
C -15.834 -12.831 7.068 0.000
C -14.782 -13.394 8.082 0.000
O -15.673 -13.397 5.790 0.000
H -17.390 -12.789 8.480 0.000
H -17.348 -14.291 7.594 0.000
H -18.125 -12.961 6.840 0.000
H -15.816 -11.744 6.989 0.000
H -14.880 -12.897 9.047 0.000
H -13.841 -13.091 7.623 0.000
H -14.779 -14.482 8.154 -0.001
H -16.553 -13.504 5.421 0.000
C -15.942 -14.548 0.622 0.000
C -15.412 -14.137 2.005 0.000
C -15.365 -12.590 2.232 0.000
O -16.193 -14.707 3.039 0.000
H -16.962 -14.188 0.488 0.000
H -16.068 -15.616 0.444 0.000
H -15.457 -14.024 -0.202 0.000
H -14.440 -14.626 2.075 0.000
H -16.375 -12.196 2.109 0.000
H -14.696 -12.067 1.548 0.000
H -15.086 -12.402 3.268 0.000
H -16.965 -14.229 3.350 0.000
C -9.813 -17.375 7.754 0.000
C -10.130 -16.370 6.612 -0.002
C -9.742 -16.945 5.244 0.001
O -11.524 -16.244 6.614 -0.004
H -10.221 -17.004 8.694 0.000
H -8.774 -17.548 8.034 0.000
H -10.268 -18.362 7.659 0.000
H -9.636 -15.407 6.744 0.000
H -10.014 -16.238 4.460 0.000
H -10.230 -17.914 5.140 0.001
H -8.668 -17.131 5.226 0.000
H -11.895 -17.112 6.442 0.000
C -11.693 -11.809 3.947 0.000
C -11.620 -11.680 5.497 0.000
C -12.856 -10.859 5.975 0.000
O -11.395 -12.822 6.123 0.000
H -12.504 -12.483 3.672 0.000
H -10.770 -12.234 3.552 0.000
H -11.914 -10.852 3.475 0.000
H -10.734 -11.078 5.704 0.000
H -13.839 -11.255 5.719 0.000
H -12.803 -9.832 5.614 0.000
H -12.717 -10.761 7.051 0.000
H -11.425 -12.658 7.068 0.000
C -12.674 -16.945 0.699 0.000
C -11.793 -16.150 1.716 0.000
C -11.478 -14.697 1.372 0.000
O -12.393 -16.236 2.988 0.001
H -13.600 -16.417 0.471 0.000
H -12.914 -17.957 1.026 0.000
H -12.051 -16.986 -0.195 0.000
H -10.857 -16.707 1.772 0.000
H -10.886 -14.644 0.458 0.000
H -10.981 -14.224 2.220 0.000
H -12.379 -14.099 1.237 0.000
H -12.386 -17.155 3.265 0.000
```


Formula: C16H47F3O8PS
Source: the Open Molecules 2025 dataset
Level of theory: ωB97M-V/def2-TZVPD

Summary:
- highest occupied orbital energy (eV) = -11.937
- charge = +1
- gap between HOMO and LUMO (eV) = 7.47

```
76
Properties=species:S:1:pos:R:3:mulliken_charge:R:1
C 1.557 -1.937 1.814 -0.717
P 0.436 -0.383 1.738 0.545
O 1.218 0.808 0.800 -0.418
S -1.332 -1.098 0.701 -0.171
C -2.882 -0.721 1.653 0.672
F -3.952 -0.897 0.737 -0.154
F -2.883 0.603 2.139 -0.153
F -3.142 -1.657 2.686 -0.171
H 2.492 -1.741 2.427 0.338
H 1.782 -2.195 0.725 0.140
H 0.896 -2.776 2.223 0.354
H 1.339 1.641 1.310 0.338
H -1.238 -2.500 0.637 0.317
C 1.389 -1.621 -3.763 -1.140
C 0.624 -1.287 -2.498 0.034
O 1.249 -1.900 -1.369 -0.480
H 1.431 -2.703 -3.912 0.235
H 0.918 -1.163 -4.635 0.307
H 2.422 -1.268 -3.695 0.426
H -0.401 -1.661 -2.561 0.006
H 0.588 -0.205 -2.337 0.272
H 2.153 -1.559 -1.317 0.305
C -3.332 -0.440 -3.390 -0.561
C -2.713 -0.743 -4.740 -0.447
O -2.432 -2.133 -4.849 -0.460
H -2.658 -0.741 -2.582 0.073
H -3.548 0.627 -3.291 0.389
H -4.262 -1.001 -3.256 0.162
H -1.774 -0.198 -4.861 0.267
H -3.386 -0.456 -5.552 0.361
H -3.268 -2.608 -4.750 0.288
C 5.420 1.467 0.546 -1.277
C 4.239 2.111 1.244 0.359
O 3.976 1.445 2.476 -0.478
H 5.222 0.408 0.355 0.288
H 5.631 1.963 -0.404 0.357
H 6.314 1.515 1.174 0.347
H 3.344 2.041 0.623 0.209
H 4.435 3.167 1.450 -0.027
H 4.769 1.519 3.023 0.281
C 4.102 6.220 4.320 -1.030
C 4.483 5.330 3.155 0.157
O 5.883 5.072 3.173 -0.533
H 4.647 7.166 4.274 0.335
H 3.030 6.431 4.316 0.216
H 4.363 5.747 5.271 0.310
H 4.240 5.815 2.207 0.344
H 3.949 4.376 3.202 -0.139
H 6.089 4.635 4.010 0.311
C -7.798 -2.114 -0.434 -0.916
C -7.502 -1.789 -1.884 -0.192
O -6.925 -0.492 -1.991 -0.470
H -8.480 -1.375 -0.007 0.264
H -8.247 -3.105 -0.339 0.334
H -6.881 -2.085 0.164 0.221
H -8.421 -1.798 -2.473 0.322
H -6.809 -2.520 -2.315 0.206
H -6.108 -0.494 -1.476 0.241
C -0.625 -5.941 -4.829 -0.885
C 0.388 -6.734 -4.031 -0.241
O 1.408 -5.871 -3.542 -0.482
H -0.141 -5.435 -5.668 0.255
H -1.413 -6.590 -5.217 0.373
H -1.083 -5.163 -4.209 0.204
H 0.860 -7.494 -4.657 0.299
H -0.087 -7.234 -3.181 0.247
H 0.984 -5.208 -2.983 0.230
C 0.174 4.903 5.929 -1.101
C 0.560 4.011 4.767 -0.203
O 1.960 3.752 4.788 -0.415
H 0.719 5.849 5.885 0.253
H -0.898 5.114 5.921 0.345
H 0.431 4.430 6.882 0.348
H 0.322 4.495 3.817 0.289
H 0.025 3.056 4.812 0.256
H 2.163 3.316 5.625 0.231
```


> Which formula does entry 1 have?

C16H46NO9